Record 1
9
Properties=species:S:1:pos:R:3 method="wB97M-V/def2-TZVPD" spin_multiplicity=1 charge=0 e_tot_ev=-5692.4086 e_above_lowest_ev=0.821 homo_ev=-9.810 smiles="CC(N)=O"
C -0.045 -0.947 0.662
C -0.256 0.107 -0.382
N 0.370 1.305 -0.406
O -0.894 -0.294 -1.350
H 0.726 -0.851 1.448
H 0.002 -1.630 -0.239
H -0.978 -1.251 1.138
H 0.300 1.820 -1.272
H 0.775 1.741 0.401

---

Record 2
102
Properties=species:S:1:pos:R:3 method="wB97M-V/def2-TZVPD" spin_multiplicity=1 charge=0 e_tot_ev=-101238.6288 e_above_lowest_ev=0.276 homo_ev=-5.537
Pb 0.288 -0.005 -0.738
C 4.337 2.412 -0.188
C 2.836 2.171 -0.287
O 2.467 0.970 -0.144
C 2.048 3.277 -0.578
C 0.657 3.342 -0.770
C 0.053 4.676 -1.130
N -0.152 2.308 -0.686
N -1.472 2.602 -0.824
C -2.310 1.618 -0.999
O -2.042 0.378 -1.146
C -3.720 2.064 -1.096
C -4.049 3.406 -0.930
C -5.354 3.830 -1.075
C -6.354 2.917 -1.381
C -6.034 1.578 -1.533
C -4.727 1.151 -1.388
H 4.778 2.163 -1.152
H 4.771 1.756 0.563
H 4.569 3.446 0.042
H 2.572 4.219 -0.687
H 0.818 5.428 -1.298
H -0.618 4.999 -0.336
H -0.549 4.552 -2.029
H -3.251 4.096 -0.707
H -5.594 4.877 -0.953
H -7.376 3.247 -1.514
H -6.806 0.859 -1.770
H -4.462 0.113 -1.520
N -0.417 -0.222 1.406
S -0.148 -0.625 2.773
N -0.696 -2.119 3.287
S 0.008 -3.489 3.183
N 0.771 -4.020 1.959
S 0.358 -3.631 0.368
N 0.829 -2.366 -0.149
C 1.079 -5.044 -0.528
C 1.678 -6.136 0.074
C 2.307 -7.086 -0.717
C 2.335 -6.940 -2.094
C 1.731 -5.843 -2.691
C 1.105 -4.892 -1.906
C -1.407 -4.068 0.454
C -1.739 -5.408 0.512
C -3.062 -5.772 0.698
C -4.030 -4.790 0.838
C -3.681 -3.449 0.789
C -2.359 -3.076 0.590
C -1.307 -4.632 3.624
C -2.599 -4.186 3.849
C -3.592 -5.112 4.116
C -3.292 -6.465 4.151
C -1.993 -6.901 3.924
C -0.997 -5.983 3.655
C 1.204 -3.656 4.510
C 2.537 -3.887 4.212
C 3.459 -3.931 5.243
C 3.044 -3.746 6.554
C 1.704 -3.521 6.842
C 0.778 -3.472 5.816
C 1.552 -0.653 3.408
C 2.597 -0.808 2.520
C 3.886 -0.894 3.023
C 4.111 -0.820 4.388
C 3.051 -0.655 5.265
C 1.761 -0.573 4.771
C -1.020 0.421 3.972
C -1.506 -0.050 5.178
C -2.125 0.830 6.050
C -2.252 2.168 5.708
C -1.780 2.627 4.487
C -1.160 1.751 3.614
H 1.647 -6.225 1.151
H 2.778 -7.943 -0.257
H 2.843 -7.672 -2.704
H 1.753 -5.728 -3.764
H 0.642 -4.017 -2.337
H -0.964 -6.154 0.410
H -3.331 -6.816 0.747
H -5.060 -5.077 0.982
H -4.439 -2.691 0.914
H -2.057 -2.039 0.535
H -2.804 -3.128 3.798
H -4.605 -4.776 4.284
H -4.072 -7.183 4.350
H -1.763 -7.955 3.947
H 0.020 -6.290 3.460
H 2.819 -4.017 3.180
H 4.501 -4.102 5.023
H 3.767 -3.772 7.354
H 1.387 -3.377 7.864
H -0.271 -3.297 6.004
H 2.389 -0.835 1.461
H 4.716 -1.015 2.344
H 5.116 -0.888 4.776
H 3.226 -0.597 6.329
H 0.926 -0.440 5.440
H -1.407 -1.098 5.418
H -2.504 0.474 6.997
H -2.718 2.856 6.398
H -1.891 3.666 4.215
H -0.791 2.064 2.650

---

Record 3
47
Properties=species:S:1:pos:R:3 method="wB97M-V/def2-TZVPD" spin_multiplicity=1 charge=+1 e_tot_ev=-32711.2011 e_above_lowest_ev=0.379 homo_ev=-13.902
O 0.692 2.409 1.883
C 0.880 1.561 0.782
O 1.521 2.384 -0.148
C 1.951 0.430 1.145
N 1.448 -0.841 0.492
H 1.070 3.242 -0.122
H 2.875 0.686 0.594
H 1.941 0.517 2.261
H 1.823 -1.690 0.981
H 0.444 -0.781 0.631
H 1.780 -0.860 -0.478
H 0.959 -2.309 3.245
H 2.323 -3.092 3.135
O 1.825 -2.356 2.768
H 2.372 1.320 -3.418
H 3.512 0.862 -2.412
O 2.760 0.535 -2.919
H 2.434 2.914 -2.334
H 1.185 2.257 -2.066
O 1.572 2.791 -2.776
H -2.057 2.128 -1.264
H -2.684 1.115 -0.374
O -2.359 2.052 -0.349
H 1.380 -0.730 -2.796
H 1.355 -2.029 -3.596
O 1.018 -1.633 -2.785
H -3.166 -0.787 -1.429
H -3.926 -0.720 -0.078
O -3.043 -0.609 -0.456
H -1.106 1.561 0.229
H -2.207 2.282 3.360
O -0.239 0.959 0.272
H -0.159 2.342 2.352
H -2.658 2.772 1.896
O -2.013 2.289 2.416
H -0.160 -2.742 -1.966
H -0.949 -1.796 -1.146
O -0.929 -2.737 -1.356
H -1.097 -1.748 3.647
H -0.630 -2.967 2.905
O -0.619 -2.573 3.821
H 0.034 -4.349 1.314
H -0.701 -3.207 0.415
O -0.247 -3.434 1.246
H -2.478 0.569 -3.221
H -3.579 -0.276 -3.918
O -3.045 -0.199 -3.121

---

Record 4
13
Properties=species:S:1:pos:R:3 method="wB97M-V/def2-TZVPD" spin_multiplicity=1 charge=0 e_tot_ev=-21314.4083 e_above_lowest_ev=1.712 homo_ev=-10.111
C -1.509 1.336 0.453
C 0.988 0.110 0.934
C -0.905 -0.024 0.437
N -0.872 -0.556 -0.844
O -1.150 1.972 -0.662
O -2.014 1.841 1.430
Cl -1.820 -1.097 1.672
H 1.315 -0.713 0.188
H 1.024 -0.222 1.965
H 1.394 1.049 0.623
H -0.143 -1.260 -1.082
H -1.097 1.407 -1.523
H -1.741 -0.676 -1.356

---

Record 5
55
Properties=species:S:1:pos:R:3 method="wB97M-V/def2-TZVPD" spin_multiplicity=1 charge=0 e_tot_ev=-56051.4532 e_above_lowest_ev=0.000 homo_ev=-9.019
C -1.683 -2.509 -3.026
S -1.154 -4.187 -3.119
S 0.552 -4.403 -2.068
H -1.150 -1.871 -3.764
H -1.749 -1.991 -2.113
H -2.716 -2.513 -3.426
H 1.734 -4.130 -2.814
H -0.811 -2.498 0.478
H -0.949 -1.532 1.565
O -1.507 -2.000 0.933
H -0.628 3.543 -2.612
H 0.374 4.676 -2.499
O -0.580 4.507 -2.507
H 1.828 0.975 3.422
H 2.686 -0.290 4.113
O 2.363 0.189 3.351
H 2.796 1.673 0.457
H 2.313 1.788 1.961
O 2.011 1.780 1.020
H 2.154 2.948 -0.851
H 2.419 2.908 -2.450
O 1.820 3.117 -1.734
H -1.368 0.838 -2.845
H -2.475 1.715 -3.006
O -1.568 1.773 -2.649
H -1.538 0.579 -0.966
H -1.721 -0.653 -0.046
O -2.204 -0.009 -0.614
H 0.276 4.165 2.323
H -1.156 4.150 1.749
O -0.540 3.658 2.306
H 0.927 -0.067 -0.444
H 0.551 1.263 -1.196
O 0.674 0.313 -1.288
H 2.503 -2.989 -0.683
H 2.845 -2.834 0.863
O 2.598 -3.437 0.157
H -0.413 -4.758 2.338
H 1.162 -4.540 2.025
O 0.461 -4.557 2.679
H -0.274 -2.297 4.443
H -1.136 -0.981 3.983
O -0.847 -1.565 4.679
H 4.469 -1.099 1.188
H 3.229 -0.293 1.588
O 3.635 -1.158 1.666
H -3.337 -0.403 -1.834
H -4.188 0.427 -2.886
O -3.708 -0.390 -2.744
H 0.166 0.369 2.100
H -0.925 1.418 2.563
O -0.687 0.486 2.535
H -1.290 4.084 -0.622
H -2.134 3.007 -1.213
O -2.111 3.605 -0.467

---

Record 6
12
Properties=species:S:1:pos:R:3 method="wB97M-V/def2-TZVPD" spin_multiplicity=2 s2=0.754 charge=+1 e_tot_ev=-6751.2836 e_above_lowest_ev=1.737 homo_ev="-13.264 / -13.259"
C 0.359 -2.165 2.003
C -0.443 -1.064 1.735
H 1.411 -1.986 2.157
H -0.152 -3.126 2.094
H -0.054 -0.295 1.060
H -1.473 -0.992 2.049
C 0.548 1.192 -1.896
N -0.501 2.049 -1.929
O 0.476 -0.018 -1.887
H 1.523 1.711 -1.874
H -1.417 1.675 -1.735
H -0.277 3.020 -1.777

---

Record 7
23
Properties=species:S:1:pos:R:3 method="wB97M-V/def2-TZVPD" spin_multiplicity=1 charge=0 e_tot_ev=-26910.2420 e_above_lowest_ev=6.062 homo_ev="-9.356 / -9.357"
C -1.387 -2.122 -0.122
C -2.369 -3.339 -0.243
C 2.395 2.073 -0.626
C 2.181 0.289 1.154
C 1.556 0.894 -0.117
C -0.748 0.826 -0.149
N -2.000 1.701 0.023
O -1.942 2.648 0.765
O -0.478 -1.893 -0.894
O -2.997 1.410 -0.596
O 0.271 1.428 0.329
S -1.723 -0.957 1.215
H -3.304 -3.159 -0.810
H -2.742 -3.597 0.738
H -1.796 -4.179 -0.654
H 2.119 2.848 0.044
H 3.425 1.946 -0.800
H 1.960 2.407 -1.451
H 1.560 -0.628 1.251
H 1.993 0.851 1.976
H 3.192 0.200 0.854
H 1.547 0.112 -0.816
H -0.712 0.243 -1.071

---

Record 8
12
Properties=species:S:1:pos:R:3 method="wB97M-V/def2-TZVPD" spin_multiplicity=1 charge=0 e_tot_ev=-10822.2169 e_above_lowest_ev=3.471 homo_ev=-7.886
C 1.171 -1.104 0.091
C 0.185 -0.375 0.587
C -3.276 0.053 -0.124
N 0.489 1.131 0.276
O -3.853 -0.924 -0.006
O -2.715 1.045 -0.253
O 2.318 -0.600 -0.604
H 1.130 -2.177 0.204
H 0.733 1.581 1.156
H -0.342 1.554 -0.128
H 1.287 1.160 -0.368
H 2.873 -1.345 -0.831

---

Record 9
56
Properties=species:S:1:pos:R:3 method="wB97M-V/def2-TZVPD" spin_multiplicity=1 charge=0 e_tot_ev=-80066.5838 e_above_lowest_ev=1.026 homo_ev=-8.026
Rh -1.520 0.925 1.393
O -1.303 0.010 3.261
S -1.963 -1.294 2.977
O -2.719 -1.863 4.040
O -2.661 -1.057 1.689
C -0.570 -2.359 2.662
C -0.354 -3.438 3.500
C 0.784 -4.214 3.331
C 1.704 -3.895 2.346
C 1.488 -2.804 1.516
C 0.341 -2.031 1.656
P -0.030 -0.647 0.539
C -0.831 -1.523 -0.851
C -2.173 -1.356 -1.170
C -2.749 -2.095 -2.193
C -1.992 -3.014 -2.903
C -0.658 -3.208 -2.576
C -0.086 -2.475 -1.550
C 1.547 -0.004 -0.066
C 1.875 0.058 -1.417
C 3.053 0.668 -1.821
C 3.913 1.210 -0.878
C 3.595 1.143 0.471
C 2.415 0.547 0.879
H -1.073 -3.654 4.278
H 0.955 -5.062 3.980
H 2.598 -4.491 2.225
H 2.226 -2.543 0.768
H -2.793 -0.672 -0.607
H -3.797 -1.961 -2.421
H -2.445 -3.591 -3.698
H -0.064 -3.939 -3.110
H 0.950 -2.653 -1.290
H 1.200 -0.338 -2.164
H 3.294 0.726 -2.874
H 4.829 1.692 -1.193
H 4.258 1.576 1.209
H 2.161 0.520 1.931
F 1.063 5.732 -0.890
C 1.491 4.467 -0.733
F 1.948 4.345 0.517
F 2.543 4.306 -1.568
C 0.406 3.479 -1.060
C 0.020 3.350 -2.378
C -0.976 2.445 -2.729
C -1.546 1.675 -1.739
N -1.179 1.775 -0.462
C -0.228 2.685 -0.094
S -0.022 2.593 1.610
H 0.504 3.954 -3.135
H -1.305 2.331 -3.750
H -2.316 0.959 -1.976
O -2.638 4.202 1.593
C -3.439 3.290 1.641
O -3.207 2.029 1.567
H -4.526 3.490 1.716

---

Record 10
19
Properties=species:S:1:pos:R:3 method="wB97M-V/def2-TZVPD" spin_multiplicity=1 charge=0 e_tot_ev=-22678.8778 e_above_lowest_ev=4.268 homo_ev="-6.892 / -7.458"
C -2.418 0.766 0.137
C -0.760 2.618 0.137
C 1.983 -0.695 -1.127
C -4.041 -1.407 0.416
C 2.053 0.304 -0.006
N -1.498 1.532 0.279
N 0.534 2.089 0.060
N 0.761 0.843 0.275
O -1.086 3.770 -0.042
S -3.483 -0.084 -0.802
H 1.961 -0.273 -2.125
H 2.757 -1.350 -1.166
H 0.989 -1.374 -0.983
H -3.137 -1.746 0.880
H -4.333 -2.149 -0.305
H -4.855 -1.222 1.094
H 2.431 -0.258 0.926
H 2.790 1.065 -0.183
H 1.364 2.838 -0.164

---

Record 11
15
Properties=species:S:1:pos:R:3 method="wB97M-V/def2-TZVPD" spin_multiplicity=1 charge=0 e_tot_ev=-6356.6585 e_above_lowest_ev=1.144 homo_ev=-8.676
C -0.512 -0.915 -1.757
C 0.002 0.442 -1.371
C 0.987 0.627 -0.498
O 1.651 -0.425 0.068
H -0.502 -1.600 -0.901
H 0.105 -1.371 -2.537
H -1.536 -0.858 -2.134
H -0.477 1.330 -1.776
H 1.271 1.618 -0.147
H 2.037 -0.144 0.905
C -0.607 0.257 2.031
H -0.691 0.419 0.959
H -1.463 0.716 2.525
H -0.576 -0.817 2.227
H 0.312 0.721 2.404

---

Record 12
9
Properties=species:S:1:pos:R:3 method="wB97M-V/def2-TZVPD" spin_multiplicity=1 charge=-1 e_tot_ev=-10426.8294 e_above_lowest_ev=0.268 homo_ev=-4.844
C 3.691 0.303 0.012
C -0.202 -1.535 -0.260
N -0.345 -0.462 0.347
O 3.915 -0.473 0.899
O 2.685 0.728 -0.500
F 4.917 0.795 -0.666
H -1.025 -2.130 -0.421
H 0.707 -1.916 -0.775
H 0.542 0.001 0.282